(1)
Here is C5H10N2O as an isolated structure from the Open Molecules 2025 dataset. Energies are from ωB97M-V with the def2-TZVPD basis set.

Each line ends with the Löwdin charge.
Element x y z (Å)
C (0.57296, 0.72662, 0.56131)  -0.450
C (0.05303, -0.27954, -1.90140)  -0.093
C (-1.29949, -1.18919, -0.08855)  -0.095
C (-0.17997, 1.12422, 1.79970)  0.011
N (-0.33585, -0.19207, -0.50743)  -0.209
O (1.27246, 1.77398, 0.04428)  0.072
C (1.25963, -0.56602, 0.51949)  -0.283
N (2.14118, -1.33505, 0.60543)  0.161
H (1.87599, 1.46056, -0.64517)  0.117
H (0.69067, -1.15327, -2.09286)  0.086
H (-0.84435, -0.35753, -2.51614)  0.083
H (0.59101, 0.61641, -2.21294)  0.079
H (-1.64657, -0.99775, 0.92460)  0.078
H (-0.86297, -2.19694, -0.11146)  0.088
H (-2.15657, -1.16817, -0.76321)  0.084
H (0.06260, 0.50369, 2.66196)  0.096
H (0.06025, 2.15065, 2.07251)  0.092
H (-1.25403, 1.07939, 1.64988)  0.082

Calculated values
LUMO: 0.7 eV
HOMO: -8.1 eV
F_max: 4.0 eV/A
total charge: 0

***

(2)
Here is one molecule with the formula C5H10N2O from the Open Molecules 2025 dataset. Energies are from ωB97M-V with the def2-TZVPD basis set.

Each line ends with the Löwdin charge.
Element x y z (Å)
H (0.69258, -2.25875, -1.05710)  0.040
N (1.50299, -1.64344, -1.21326)  0.091
C (1.18148, -0.42711, -0.95504)  -0.179
C (-0.37373, 0.12069, -0.83055)  -0.337
N (-1.28546, -0.90274, -1.26669)  0.038
C (-0.56815, 0.49909, 0.63617)  -0.317
C (0.04608, 1.85581, 0.98511)  -0.062
C (0.07935, -0.63767, 1.42246)  -0.207
O (-0.37446, -1.78744, 1.39984)  0.027
H (1.94841, 0.35863, -1.04048)  0.097
H (-0.41108, 0.98060, -1.50318)  0.137
H (-1.01428, -1.29337, -2.16682)  0.084
H (-1.34016, -1.66094, -0.57880)  0.068
H (-1.63076, 0.51844, 0.90753)  0.151
H (-0.70322, 2.64655, 0.87088)  0.084
H (0.41646, 1.89370, 2.01345)  0.078
H (0.88461, 2.10955, 0.32972)  0.075
H (0.94934, -0.37160, 2.04677)  0.133

Calculated values
LUMO: 0.5 eV
SMILES string: [H]/N=C\[C@@H](N)[C@H](C)C=O
HOMO: -9.3 eV
F_max: 2.6 eV/A
total charge: 0

***

(3)
Here is one molecule with the formula C5H10N2O from the Open Molecules 2025 dataset. Energies are from ωB97M-V with the def2-TZVPD basis set.

Each line ends with the Löwdin charge.
Element x y z (Å)
C (-2.24460, -1.47156, -0.21471)  -0.054
N (-0.98457, -1.24629, -0.41958)  -0.011
N (-0.42796, -0.04604, -0.07832)  -0.215
C (-1.20927, 0.99101, 0.62195)  -0.069
C (1.00434, 0.06469, 0.20033)  -0.352
C (1.61594, 1.17617, -0.60306)  -0.044
C (1.56008, -1.31203, -0.13412)  -0.258
O (2.28296, -1.91786, 0.59580)  0.083
H (-2.65571, -2.46932, -0.54373)  0.073
H (-2.96037, -0.82815, 0.29681)  0.046
H (-2.05907, 1.37449, 0.01271)  0.091
H (-0.53090, 1.86640, 0.78142)  0.080
H (-1.53742, 0.61185, 1.63457)  0.103
H (1.21947, 0.17880, 1.28118)  0.153
H (1.33932, 1.25143, -1.62328)  0.074
H (1.34230, 2.08090, -0.04946)  0.072
H (2.73683, 1.12645, -0.55003)  0.107
H (1.50864, -1.43095, -1.20846)  0.120

Calculated values
LUMO: 0.9 eV
SMILES string: C=NN(C)[C@H](C)C=O
HOMO: -8.6 eV
F_max: 2.7 eV/A
total charge: 0

***

(4)
Here is one molecule with the formula C5H10N2O from the Open Molecules 2025 dataset. Energies are from ωB97M-V with the def2-TZVPD basis set.

Each line ends with the Löwdin charge.
Element x y z (Å)
C (0.67077, -1.81725, 0.04577)  -0.077
N (0.43328, -0.50831, -0.53712)  -0.188
N (1.65496, 0.28636, -0.60698)  -0.015
C (1.36932, 1.62741, -0.07438)  -0.203
C (-0.09130, 1.55697, 0.27443)  -0.062
C (-0.51598, 0.32374, 0.03433)  -0.181
C (-2.22448, -0.13194, 0.34402)  -0.144
O (-3.03362, 0.35671, -0.66708)  -0.062
H (1.70215, -2.08767, -0.17394)  0.077
H (0.52401, -1.83795, 1.12965)  0.082
H (0.00724, -2.54602, -0.42223)  0.074
H (1.90991, 0.33644, -1.59083)  0.110
H (1.58126, 2.41391, -0.80589)  0.106
H (1.98991, 1.81603, 0.81489)  0.100
H (-0.66154, 2.38928, 0.63108)  0.097
H (-2.48743, 0.35079, 1.27379)  0.099
H (-2.23125, -1.22051, 0.42043)  0.091
H (-2.79848, -0.07157, -1.49797)  0.095

Calculated values
LUMO: 1.0 eV
SMILES string: CN1NCC=C1CO
HOMO: -7.5 eV
F_max: 4.3 eV/A
total charge: 0

***

(5)
Here is a 3-piece molecular cluster, C5H10N2O overall from the Open Molecules 2025 dataset. Energies are from ωB97M-V with the def2-TZVPD basis set.

Each line ends with the Löwdin charge.
Element x y z (Å)
C (-2.17651, -0.07524, 0.22427)  -0.049
C (-0.82233, -0.37729, -0.30430)  -0.443
C (1.59758, -0.72310, -0.04825)  -0.413
C (0.56234, 0.32290, 0.29413)  -0.354
C (0.63001, 1.71387, -0.29427)  -0.097
H (-2.86932, -0.87438, 0.01357)  0.075
H (-2.82458, 0.82545, -0.21649)  0.135
H (-2.21600, 0.00289, 1.27812)  0.060
H (-1.09229, -0.18009, -1.27748)  0.096
H (0.72312, -3.03341, 0.01226)  0.209
H (2.93212, 0.58482, 0.47561)  0.114
H (0.62613, 0.20827, 1.40312)  0.155
H (-0.00007, 1.39615, -1.38709)  0.129
H (-0.14282, 2.56733, 0.61241)  0.193
H (2.06875, 1.76623, -0.59825)  0.167
N (0.75770, -1.93990, -0.11341)  0.048
N (2.84001, -0.51638, 0.06753)  0.080
O (-0.59383, -1.66813, -0.14149)  -0.105

Calculated values
LUMO: 0.6 eV
HOMO: -8.4 eV
F_max: 5.1 eV/A
total charge: 0

***

(6)
Here is one molecule with the formula C5H10N2O from the Open Molecules 2025 dataset. Energies are from ωB97M-V with the def2-TZVPD basis set.

Each line ends with the Löwdin charge.
Element x y z (Å)
C (2.31643, -1.28217, -0.73479)  -0.150
N (0.89922, -1.20908, -0.96669)  0.028
C (0.27760, -0.08843, -0.79680)  -0.503
O (-0.58999, 0.39258, -1.74751)  0.041
C (0.81758, 1.03036, 0.10526)  -0.065
C (0.01674, 1.11027, 1.12163)  0.045
C (-1.26325, -0.20234, 0.81779)  -0.205
N (-2.39179, 0.54086, 0.27880)  -0.035
H (2.88520, -0.87531, -1.57859)  0.082
H (2.64226, -0.75297, 0.17290)  0.068
H (2.59120, -2.33151, -0.63418)  0.065
H (-1.36173, 0.78784, -1.27847)  0.072
H (1.77707, 1.49714, -0.06880)  0.108
H (-0.14848, 1.68810, 2.01036)  0.083
H (-1.35365, -0.45950, 1.88303)  0.083
H (-1.27672, -1.21168, 0.39205)  0.114
H (-3.23514, -0.01903, 0.21909)  0.085
H (-2.60253, 1.38489, 0.80492)  0.084

Calculated values
LUMO: 0.9 eV
SMILES string: C/N=C(O)\C=C/CN
HOMO: -8.6 eV
F_max: 5.2 eV/A
total charge: 0

***

(7)
Here is one molecule with the formula C5H10N2O from the Open Molecules 2025 dataset. Energies are from ωB97M-V with the def2-TZVPD basis set.

Each line ends with the Löwdin charge.
Element x y z (Å)
C (-0.48957, -0.12966, -1.11447)  -0.102
C (-1.44101, -1.26819, -1.16102)  -0.279
C (0.73891, 2.35310, 0.27606)  -0.072
C (0.83717, -2.12828, 0.41962)  -0.147
C (-0.23018, 1.39229, 0.80339)  -0.202
N (-0.10249, 0.11957, 0.11758)  -0.193
N (0.11638, -0.96340, 0.80571)  -0.002
O (-1.56254, -2.00545, -0.21908)  -0.019
H (-0.46904, 0.66407, -1.85305)  0.094
H (-1.90856, -1.48758, -2.11104)  0.109
H (1.73512, 2.23347, 0.36923)  0.046
H (0.44779, 2.18964, -0.74432)  0.065
H (0.57103, 3.36719, 0.58272)  0.087
H (1.16995, -2.26537, -0.66227)  0.092
H (1.83165, -2.03869, 1.15242)  0.130
H (0.31675, -3.08338, 0.81785)  0.107
H (-0.30640, 1.20365, 1.91657)  0.141
H (-1.25497, 1.84701, 0.60410)  0.146

Calculated values
LUMO (spin up / spin down): 0.4 / 0.4 eV
HOMO (spin up / spin down): -7.9 / -7.9 eV
F_max: 4.2 eV/A
total charge: 0

***

(8)
Here is one molecule with the formula C5H10N2O from the Open Molecules 2025 dataset. Energies are from ωB97M-V with the def2-TZVPD basis set.

Each line ends with the Löwdin charge.
Element x y z (Å)
C (-1.79551, 0.32205, 0.53738)  -0.100
N (-0.48292, 0.39473, -0.08471)  -0.226
C (-0.13843, 1.77102, -0.38134)  -0.118
C (0.67387, -0.34486, 0.77663)  -0.287
C (1.56197, -0.72749, -0.41288)  -0.099
C (0.55572, -1.74341, -0.90624)  -0.121
N (0.04058, -2.41867, 0.07700)  0.104
O (0.11860, -1.53263, 1.21105)  -0.118
H (-2.54678, 0.68915, -0.16132)  0.085
H (-2.00006, -0.70801, 0.80792)  0.074
H (-1.85228, 0.93254, 1.44556)  0.083
H (-0.02168, 2.36575, 0.53665)  0.084
H (0.80882, 1.82711, -0.91468)  0.068
H (-0.91884, 2.23570, -0.98621)  0.086
H (1.07852, 0.24485, 1.61082)  0.158
H (1.72346, 0.05270, -1.15584)  0.097
H (2.54298, -1.11601, -0.14199)  0.118
H (0.65197, -2.24452, -1.85781)  0.114

Calculated values
LUMO: 1.0 eV
SMILES string: CN(C)[C@@H]1CC=NO1
HOMO: -8.4 eV
F_max: 3.7 eV/A
total charge: 0

***

(9)
Here is one molecule with the formula C5H10N2O from the Open Molecules 2025 dataset. Energies are from ωB97M-V with the def2-TZVPD basis set.

Each line ends with the Löwdin charge.
Element x y z (Å)
H (1.55220, -2.24103, -1.69244)  0.069
N (1.52487, -1.18179, -1.72643)  0.121
C (0.67947, -0.76631, -0.89148)  -0.520
N (-0.02775, -1.53278, -0.01768)  0.063
C (-0.86520, -0.78899, 0.88514)  -0.114
C (-0.43202, 0.63764, 0.55387)  -0.542
C (-1.55063, 1.46839, -0.06083)  -0.012
C (0.46949, 1.34566, 1.47702)  -0.027
O (0.47947, 0.58819, -0.60637)  -0.019
H (0.29793, -2.46580, 0.20381)  0.146
H (-2.00032, -0.89461, 0.75459)  0.139
H (-0.55973, -0.92503, 1.97401)  0.140
H (-1.77402, 1.00568, -1.01892)  0.096
H (-1.21777, 2.35697, -0.41986)  0.048
H (-2.49745, 1.45046, 0.52424)  0.105
H (0.74119, 2.29753, 0.96388)  0.109
H (-0.02885, 1.59324, 2.43166)  0.102
H (1.36454, 0.74080, 1.55635)  0.099

Calculated values
LUMO: 0.7 eV
SMILES string: [H]/N=C1\NCC(C)(C)O1
HOMO: -9.0 eV
F_max: 3.8 eV/A
total charge: 0

***

(10)
Here is a 2-piece molecular cluster, C5H10N2O overall from the Open Molecules 2025 dataset. Energies are from ωB97M-V with the def2-TZVPD basis set.

Each line ends with the Löwdin charge.
Element x y z (Å)
C (-1.74274, -0.76765, 0.75121)  -0.012
C (-0.24280, -0.74028, 0.18500)  -0.372
C (0.70806, -1.59421, 0.95789)  -0.087
C (0.29003, 0.65913, 0.10029)  -0.167
N (1.34747, 0.89753, 0.69921)  0.012
O (1.74546, 2.24399, 0.57985)  -0.059
H (-1.65589, -1.09380, 1.74636)  0.056
H (-2.39899, -1.16993, 0.06106)  0.048
H (-2.01592, 0.28831, 0.81128)  0.070
H (-0.33793, -1.17825, -0.80656)  0.125
H (0.56720, -2.61917, 0.83857)  0.066
H (1.66776, -1.24742, 0.67363)  0.061
H (0.47780, -1.42468, 1.97517)  0.069
H (-0.32743, 1.27100, -0.43645)  0.082
H (2.28309, 2.46961, 1.33726)  0.080
C (-0.08374, 1.32278, -3.07287)  -0.062
N (-0.92890, 0.78703, -3.64240)  0.084
H (0.64746, 1.89602, -2.75850)  0.007

Calculated values
LUMO: 0.9 eV
SMILES string: CC(C)/C=N/O.C#N
HOMO: -10.0 eV
F_max: 5.3 eV/A
total charge: 0

***

(11)
Here is one molecule with the formula C5H10N2O from the Open Molecules 2025 dataset. Energies are from ωB97M-V with the def2-TZVPD basis set.

Each line ends with the Löwdin charge.
Element x y z (Å)
C (-2.67452, 1.05329, -1.63595)  -0.059
O (-1.59020, 0.11887, -1.54219)  -0.092
C (-0.84968, 0.22444, -0.44934)  -0.515
N (-0.68722, 0.84023, 0.57692)  0.127
H (-2.29489, 2.07802, -1.64734)  0.091
H (-3.35394, 0.93670, -0.78822)  0.091
H (-3.18472, 0.82020, -2.56907)  0.087
C (2.14777, 0.49967, 0.72849)  -0.073
C (1.02584, -0.48196, 0.88749)  -0.401
N (0.43990, -0.97014, -0.52172)  0.136
C (0.93402, -1.34767, 1.90997)  0.015
H (0.07725, -1.91755, -0.46119)  0.117
H (1.05183, -0.88456, -1.33076)  0.125
H (2.23767, 1.10116, 1.63193)  0.086
H (3.09202, -0.00634, 0.52130)  0.080
H (1.94884, 1.19943, -0.08422)  0.073
H (1.55632, -1.20681, 2.77969)  0.058
H (0.12371, -2.05697, 1.99422)  0.053

Calculated values
LUMO: 0.7 eV
HOMO: -7.7 eV
F_max: 3.0 eV/A
total charge: 0

***

(12)
Here is a 2-piece molecular cluster, C5H10N2O2 overall from the Open Molecules 2025 dataset. Energies are from ωB97M-V with the def2-TZVPD basis set.

Each line ends with the Löwdin charge.
Element x y z (Å)
C (-0.44260, 1.88951, 0.18726)  -0.018
C (-0.10766, 0.46346, -0.10322)  -0.364
N (-0.35756, -0.17736, -1.16250)  0.051
C (0.16732, -1.54833, -1.06240)  -0.166
C (1.07928, -1.56054, 0.14763)  -0.176
C (0.71162, -0.33604, 0.91654)  -0.101
H (-1.19386, 1.84780, 1.04515)  0.107
H (-0.80156, 2.32639, -0.72347)  0.083
H (0.45337, 2.34813, 0.39343)  0.054
H (0.64540, -1.81686, -1.92480)  0.076
H (-0.77348, -2.18956, -0.95935)  0.144
H (2.06848, -1.63815, -0.30010)  0.113
H (1.12492, -2.38968, 0.79637)  0.096
H (-0.05410, -0.56378, 1.60102)  0.114
H (1.57173, 0.13514, 1.23493)  0.097
O (-3.99331, 0.89065, 0.82486)  0.033
N (-2.96496, 0.47299, 0.42852)  -0.099
O (-2.90109, 0.43715, -1.02155)  -0.072
H (-1.92774, 0.20738, -1.25143)  0.028

Calculated values
LUMO: 0.6 eV
SMILES string: CC1=NCCC1.O=NO
HOMO: -10.0 eV
F_max: 4.2 eV/A
total charge: 0